[1]
ORCA calculation (the ωB97M-V functional and the def2-TZVPD basis) on a gas-phase ion, C19H23N6O2 (charge +1).

Output
- Relative energy (zero: lowest compared OMol25 entry of this formula, charge and spin): 45.7 kcal per mole
- SMILES: O=C(c1ccco1)N1CC[NH+](Cc2nnnn2CCc2ccccc2)CC1
- Charge: +1
- Gap between HOMO and LUMO: 0.341 hartree

Element x y z (Å)
O -3.7301 0.4386 -1.3896
C -3.2159 1.5270 -1.2142
C -4.0206 2.6725 -0.8073
C -5.3770 2.6544 -0.5711
C -5.7482 3.9793 -0.2740
C -4.6028 4.7148 -0.3507
O -3.5543 3.9428 -0.6674
N -1.8637 1.6908 -1.4640
C -0.9881 2.6620 -0.8681
C -0.2262 2.0268 0.3058
N 0.5256 0.8452 -0.1709
C 1.4130 0.2201 0.8461
C 2.6888 -0.0690 0.1360
N 2.8892 0.3927 -1.0850
N 4.1078 0.0046 -1.4347
N 4.6521 -0.6513 -0.5092
N 3.8016 -0.7262 0.5188
C 4.0887 -1.4791 1.7089
C 3.7755 -2.9665 1.4782
C 2.3449 -3.1499 1.0510
C 2.0245 -3.3109 -0.2917
C 0.7039 -3.4498 -0.6880
C -0.3121 -3.4199 0.2541
C -0.0018 -3.2525 1.5948
C 1.3187 -3.1166 1.9901
C -0.3949 -0.1365 -0.7972
C -1.1422 0.5358 -1.9465
H -6.0061 1.7899 -0.6169
H -6.7286 4.3378 -0.0404
H -4.4123 5.7602 -0.2063
H -1.5509 3.5219 -0.5114
H -0.2730 3.0098 -1.6233
H 0.4701 2.7516 0.7308
H -0.9287 1.7007 1.0771
H 1.1965 1.1347 -0.9254
H 1.5873 0.9204 1.6697
H 0.9574 -0.6900 1.2512
H 5.1497 -1.3506 1.9303
H 3.4881 -1.0756 2.5273
H 3.9681 -3.5004 2.4086
H 4.4478 -3.3523 0.7111
H 2.8129 -3.3521 -1.0296
H 0.4704 -3.6009 -1.7311
H -1.3390 -3.5421 -0.0532
H -0.7874 -3.2461 2.3352
H 1.5585 -3.0092 3.0384
H 0.1848 -0.9875 -1.1586
H -1.1077 -0.4810 -0.0443
H -1.8703 -0.1638 -2.3632
H -0.4439 0.8453 -2.7302

Charges computed using natural (NBO), reported in e:
1 O -0.597
2 C 0.640
3 C 0.110
4 C -0.194
5 C -0.309
6 C 0.136
7 O -0.409
8 N -0.445
9 C -0.243
10 C -0.231
11 N -0.394
12 C -0.265
13 C 0.320
14 N -0.361
15 N -0.022
16 N -0.026
17 N -0.173
18 C -0.211
19 C -0.432
20 C -0.026
21 C -0.229
22 C -0.222
23 C -0.173
24 C -0.228
25 C -0.240
26 C -0.244
27 C -0.243
28 H 0.254
29 H 0.247
30 H 0.216
31 H 0.273
32 H 0.210
33 H 0.233
34 H 0.226
35 H 0.486
36 H 0.247
37 H 0.274
38 H 0.252
39 H 0.214
40 H 0.240
41 H 0.237
42 H 0.228
43 H 0.228
44 H 0.221
45 H 0.229
46 H 0.221
47 H 0.252
48 H 0.233
49 H 0.280
50 H 0.211

---

[2]
ORCA calculation (the ωB97M-V functional and the def2-TZVPD basis) on C19H23NO3 in the gas phase.

Output
- Relative energy (zero: lowest compared OMol25 entry of this formula, charge and spin): 89.7 kcal per mole
- SMILES: COc1ccc2c3c1O[C@H]1[C@@H](O)C=C[C@@H](C=C2)[C@@]31CCN(C)C
- Gap between HOMO and LUMO: 0.310 hartree

Element x y z (Å)
C -0.3232 5.5124 0.5989
O 0.1798 4.1910 0.7333
C 0.0412 3.3064 -0.2942
C -0.2850 3.6300 -1.6514
C -0.4058 2.6124 -2.5981
C -0.2786 1.2485 -2.1717
C -0.0125 0.9701 -0.8482
C 0.1239 1.9569 0.0853
O 0.1854 1.3998 1.3349
C -0.1443 -0.0351 1.2246
C -1.4997 -0.4369 1.7891
O -1.8243 0.5091 2.7975
C -2.6137 -0.4100 0.7830
C -2.3698 -0.8442 -0.4971
C -1.0183 -1.2850 -0.9269
C -0.9781 -1.1234 -2.4308
C -0.6224 0.1213 -3.0231
C 0.0662 -0.3963 -0.2683
C 1.4723 -0.9377 -0.6101
C 1.7519 -2.4302 -0.3952
N 1.4914 -2.8796 1.0043
C 2.5401 -2.4349 1.9768
C 0.8602 -4.2023 1.2520
H -0.2593 5.9944 1.5769
H 0.2767 6.0799 -0.1391
H -1.3580 5.4844 0.3060
H -0.4877 4.6665 -1.8540
H -0.6951 2.8306 -3.6356
H 0.5625 -0.5964 1.8819
H -1.4521 -1.4519 2.2262
H -1.6270 1.4096 2.4258
H -3.5850 -0.0663 1.1031
H -3.2123 -0.9036 -1.1848
H -0.9179 -2.3352 -0.6126
H -1.2354 -1.9555 -3.0649
H -0.6090 0.2244 -4.1053
H 1.6210 -0.7365 -1.6666
H 2.1868 -0.3656 -0.0607
H 2.7986 -2.6568 -0.6438
H 1.1348 -2.9936 -1.0978
H 2.1403 -2.5005 2.9697
H 2.9172 -1.4258 1.8245
H 3.4075 -3.1169 1.9289
H 1.5151 -5.0320 1.0693
H 0.5164 -4.2644 2.2855
H 0.0248 -4.3309 0.6025

Charges computed using natural (NBO), reported in e:
1 C -0.250
2 O -0.494
3 C 0.246
4 C -0.285
5 C -0.195
6 C -0.115
7 C 0.013
8 C 0.305
9 O -0.509
10 C 0.095
11 C 0.033
12 O -0.716
13 C -0.215
14 C -0.162
15 C -0.328
16 C -0.173
17 C -0.191
18 C -0.093
19 C -0.390
20 C -0.214
21 N -0.477
22 C -0.420
23 C -0.395
24 H 0.203
25 H 0.175
26 H 0.178
27 H 0.222
28 H 0.217
29 H 0.218
30 H 0.198
31 H 0.481
32 H 0.222
33 H 0.212
34 H 0.234
35 H 0.212
36 H 0.216
37 H 0.224
38 H 0.206
39 H 0.180
40 H 0.195
41 H 0.201
42 H 0.206
43 H 0.169
44 H 0.166
45 H 0.199
46 H 0.195

---

[3]
ORCA calculation (the ωB97M-V functional and the def2-TZVPD basis) on a molecular structure, C19H24AuN5OS.

Output
- Relative energy (zero: lowest compared OMol25 entry of this formula, charge and spin): 0.0 kcal per mole
- Gap between HOMO and LUMO (alpha / beta): 0.255 / 0.255 hartree

Element x y z (Å)
Au -1.1563 0.6864 0.0725
C 1.1300 3.4917 2.6393
C 0.2151 2.9173 1.5732
N 0.4626 1.6959 1.0419
N 1.6736 1.2204 1.2936
C 1.7770 -0.0648 1.0753
O 0.9245 -0.7841 0.4879
C 3.1116 -0.6343 1.3945
C 3.3787 -2.0087 1.1885
C 4.6809 -2.4388 1.4265
C 5.6569 -1.5217 1.8540
C 5.3429 -0.2036 2.0651
C 4.0703 0.2783 1.8537
C -0.9417 3.6449 1.1311
C -1.2250 4.9120 1.6400
C -2.0419 5.7640 0.8803
C -2.6580 5.3202 -0.2840
C -2.4637 3.9619 -0.5670
N -1.6725 3.1504 0.0985
H 1.9857 2.8416 2.8160
H 0.5556 3.6942 3.5441
H 1.5862 4.4446 2.2802
H 2.6013 -2.7757 1.0555
H 4.9797 -3.4604 1.2277
H 6.6581 -1.8618 1.9051
H 6.0715 0.4301 2.5626
H 3.8528 1.3496 2.0068
H -0.6892 5.2615 2.5368
H -2.1086 6.8152 1.1466
H -3.2039 5.9322 -0.9813
H -2.8634 3.5437 -1.5132
C -2.2886 -2.1009 -5.0144
C -1.7239 -2.5283 -3.6779
N -1.9057 -1.5008 -2.6796
C -2.4751 -1.5629 -1.4705
S -3.1319 0.0136 -0.8921
N -2.5016 -2.5790 -0.6553
C -1.7182 -3.8383 -0.6435
C -1.4905 -4.3049 0.7613
H -2.0523 -2.8342 -5.7815
H -1.8822 -1.1436 -5.3343
H -3.3645 -2.0722 -5.0045
H -0.6821 -2.8943 -3.6646
H -2.3081 -3.4487 -3.4174
H -1.9233 -0.5784 -3.0451
H -3.1253 -2.5821 0.1213
H -0.6748 -3.7070 -1.0576
H -2.1718 -4.5880 -1.3247
H -0.8518 -3.5705 1.2284
H -0.9635 -5.2953 0.8067
H -2.4557 -4.4863 1.2935

Charges computed using natural (NBO), reported in e:
1 Au 0.606
2 C -0.680
3 C 0.173
4 N -0.268
5 N -0.480
6 C 0.589
7 O -0.734
8 C -0.105
9 C -0.188
10 C -0.214
11 C -0.220
12 C -0.207
13 C -0.186
14 C 0.145
15 C -0.246
16 C -0.160
17 C -0.285
18 C 0.065
19 N -0.459
20 H 0.262
21 H 0.219
22 H 0.219
23 H 0.228
24 H 0.204
25 H 0.205
26 H 0.203
27 H 0.244
28 H 0.224
29 H 0.214
30 H 0.223
31 H 0.191
32 C -0.616
33 C -0.224
34 N -0.582
35 C 0.429
36 S -0.353
37 N -0.572
38 C -0.230
39 C -0.628
40 H 0.225
41 H 0.210
42 H 0.218
43 H 0.207
44 H 0.198
45 H 0.421
46 H 0.423
47 H 0.221
48 H 0.192
49 H 0.244
50 H 0.231
51 H 0.204

---

Number 1: maximum force 0.035 Eh/bohr. Number 2: maximum force 0.081 Eh/bohr. Number 3: maximum force 0.071 Eh/bohr.